No. 1
# C5H9N3O2

A molecular structure, C5H9N3O2 in a non-equilibrium geometry (ωB97M-V/def2-TZVPD, the OMol25 dataset).

XYZ file:
```
19
Properties=species:S:1:pos:R:3:forces:R:3:nbo_charge:R:1
C 1.1957 -0.9085 -1.0800 -0.7957 -0.1984 -0.0926 -0.636
C 0.7988 -0.1048 0.1443 2.8359 2.5140 -1.2407 0.213
N 1.5036 -0.5146 1.2962 -1.2393 -0.1756 0.5818 -0.856
O 1.0225 2.0279 0.8686 -0.2251 -0.6053 -0.6916 -0.473
N 0.7679 1.2643 -0.2059 0.3241 -1.9115 1.6191 0.088
H 0.7303 2.9207 0.6168 -0.0597 -0.0571 -0.1053 0.508
H 2.5098 -0.4822 1.2172 -0.0731 0.0678 -0.1688 0.387
H 1.1682 -0.0574 2.1339 0.1197 -0.0228 0.0418 0.400
H 2.2619 -0.8030 -1.2860 -0.0106 0.0505 0.1718 0.226
H 0.6492 -0.5672 -1.9575 0.0977 0.0073 -0.0498 0.231
H 0.9763 -1.9602 -0.9092 0.0108 -0.0281 -0.0317 0.231
C -1.7964 -1.0279 -0.3972 1.2985 -0.2209 -0.3618 -0.655
C -1.0886 -0.0485 0.5414 -3.4754 2.4021 0.1811 0.491
C -1.5030 1.5009 -0.2452 -0.4272 -1.0231 0.6257 0.113
O -1.3322 -0.0057 1.7379 1.5284 -0.2647 -0.8377 -0.555
N -2.0025 2.4788 -0.6100 0.2860 -0.2869 0.1125 -0.423
H -1.3861 -0.8914 -1.3964 -0.1124 -0.3060 -0.0069 0.224
H -2.8551 -0.7878 -0.4539 0.0618 0.1200 0.4243 0.257
H -1.6203 -2.0334 -0.0150 -0.1443 -0.0613 -0.1712 0.229
```
Forces are in eV/Å.

orbital gap (spin up / spin down): 7.8 / 7.8 eV
energy relative to the best compared isomer or geometry (same formula, charge and spin): 5.715 eV
2S+1: 1
E_HOMO (spin up / spin down): -9.5 / -9.5 eV
LUMO level (spin up / spin down): -0.0619 / -0.0637 Eh

---

No. 2
# C18H28N2O2

A single C18H28N2O2 molecule (ωB97M-V/def2-TZVPD, the OMol25 dataset).

XYZ file:
```
50
Properties=species:S:1:pos:R:3:forces:R:3:nbo_charge:R:1
C -4.1398 -1.8305 -0.1316 -0.1832 -0.0060 0.2138 -0.608
H -3.8463 -1.5638 -1.1454 0.0562 0.0270 -0.1441 0.196
H -3.5326 -1.2669 0.5693 0.1408 0.0173 0.0516 0.216
H -3.9241 -2.8862 0.0169 0.0702 -0.1153 0.0005 0.210
C -5.6267 -1.5652 0.0898 -0.0120 0.0295 -0.3364 -0.213
C -6.4617 -2.5442 -0.7354 0.0860 0.1353 0.2654 -0.599
H -6.2552 -2.4183 -1.7965 0.0147 -0.0035 -0.1572 0.199
H -7.5248 -2.3822 -0.5708 -0.1379 -0.0158 -0.0313 0.204
H -6.2263 -3.5697 -0.4617 0.0027 -0.1388 -0.0193 0.209
C -6.0263 -0.1291 -0.2704 0.1361 -0.0895 0.4190 -0.396
H -7.1084 -0.0379 -0.1539 -0.0391 0.0401 -0.0704 0.209
H -5.7939 0.0575 -1.3229 -0.0706 -0.0048 -0.1206 0.189
C -5.3722 0.9573 0.5865 -0.3322 0.0471 0.0213 -0.230
N -4.0337 1.2873 0.1553 -0.1061 0.0848 -0.2582 -0.607
C -2.9539 1.2056 0.9653 -0.0165 0.1948 -0.2221 0.659
O -3.0188 0.8888 2.1364 0.0939 -0.1930 0.2216 -0.618
C -1.6597 1.5344 0.2899 0.2811 0.0449 0.0393 -0.129
C -0.5493 0.7474 0.5630 0.0109 0.0187 -0.0117 -0.154
C 0.6780 1.0310 -0.0213 -0.2908 0.0164 -0.1185 -0.054
C 0.7889 2.1109 -0.8914 0.0066 -0.0508 0.0902 -0.220
C -0.3155 2.9006 -1.1608 0.0069 0.0832 -0.0660 -0.211
C -1.5365 2.6184 -0.5734 -0.0200 -0.0893 0.0241 -0.189
H -2.3871 3.2553 -0.7716 -0.0731 0.0466 -0.0100 0.215
H -0.2241 3.7409 -1.8335 0.0057 0.0551 -0.0448 0.217
H 1.7301 2.3251 -1.3781 0.0791 0.0066 -0.0348 0.214
C 1.8345 0.1274 0.2715 0.0442 0.2188 0.0151 0.642
O 1.7164 -1.0790 0.3463 -0.1399 -0.2610 0.0428 -0.616
N 3.0092 0.7716 0.4586 0.2233 0.2865 0.0250 -0.604
H 3.0376 1.7770 0.4033 -0.1449 -0.0902 0.0354 0.394
C 4.2528 0.0766 0.7005 0.1974 -0.1161 -0.1887 -0.237
C 5.2283 0.2859 -0.4594 0.1090 -0.1699 0.1321 -0.395
H 5.4369 1.3559 -0.5548 -0.0244 0.0499 -0.0635 0.192
H 4.7374 -0.0402 -1.3795 -0.0537 0.0533 -0.0281 0.208
C 6.5603 -0.4639 -0.3198 -0.0561 0.0586 0.0411 -0.209
C 6.3600 -1.9769 -0.2738 0.0804 0.2503 -0.1211 -0.609
H 5.7440 -2.3086 -1.1061 -0.0826 -0.1149 -0.0804 0.211
H 7.3207 -2.4833 -0.3350 0.0702 -0.1067 0.0202 0.210
H 5.8788 -2.2775 0.6529 -0.0719 -0.0975 0.1153 0.203
C 7.3586 0.0068 0.8944 -0.0495 -0.0388 -0.2817 -0.609
H 6.8698 -0.2892 1.8190 -0.0280 -0.0156 0.1594 0.200
H 8.3515 -0.4368 0.8828 0.1148 -0.0292 0.0708 0.211
H 7.4691 1.0891 0.8890 0.0431 0.1353 0.0638 0.204
H 7.1448 -0.2279 -1.2177 -0.0430 -0.0146 0.0586 0.198
H 4.6871 0.4345 1.6385 -0.0398 -0.1163 -0.0229 0.192
H 3.9925 -0.9782 0.8003 0.0723 0.1063 0.1031 0.238
H -0.6387 -0.0932 1.2341 -0.0140 -0.0820 0.0667 0.246
H -3.9005 1.4859 -0.8236 0.1305 -0.0488 0.0965 0.394
H -5.9864 1.8658 0.5471 0.0413 -0.1149 0.1108 0.192
H -5.2932 0.6372 1.6278 -0.0710 0.0805 -0.0735 0.236
H -5.8517 -1.7258 1.1497 -0.0171 0.0364 0.0019 0.196
```
Forces are in eV/Å.

orbital gap: 10.2 eV
energy relative to the best compared isomer or geometry (same formula, charge and spin): 0.911 eV
SMILES: CC(C)CCNC(=O)c1cccc(C(=O)NCCC(C)C)c1
2S+1: 1
E_HOMO: -9.5 eV
LUMO level: 0.0248 Eh

---

No. 3
# C40H58N3O2SbW

A molecular structure, C40H58N3O2SbW (ωB97M-V/def2-TZVPD, the OMol25 dataset).

XYZ file:
```
105
Properties=species:S:1:pos:R:3:forces:R:3:mulliken_spin:R:1
W 0.0384 -0.3436 -0.3142 -0.0720 0.4029 0.2856 1.402
C 3.9429 1.7510 -0.8121 0.0054 -0.0171 0.0001 -0.003
C 3.9501 0.3404 -0.2180 0.0773 -0.0178 -0.0514 0.010
C 5.2779 0.0313 0.4797 -0.0219 -0.0096 0.0132 0.001
C 3.6467 -0.7094 -1.2721 -0.0093 0.0100 0.0074 0.026
C 4.4801 -0.7904 -2.3827 0.0134 0.0061 0.0036 -0.005
C 4.2528 -1.7150 -3.3849 -0.0073 0.0086 0.0016 0.007
C 3.1839 -2.5896 -3.2828 0.0124 -0.0204 -0.0217 -0.009
C 2.3292 -2.5601 -2.1884 -0.0203 -0.0465 0.0362 -0.031
C 1.2087 -3.5808 -2.1305 0.0389 0.0283 0.0455 -0.022
C -0.1682 -2.9241 -2.1890 0.0873 -0.0351 -0.0679 0.046
C 1.3708 -4.5612 -0.9679 0.0284 0.0043 -0.0272 0.002
C 2.5721 -1.6091 -1.1866 0.0123 -0.0027 -0.1016 0.112
N 1.6664 -1.4570 -0.0647 -0.0088 -0.0003 -0.0128 -0.007
C 2.1711 -1.7271 1.2177 0.0235 -0.0715 0.0221 0.017
O 3.0598 -2.4828 1.4846 -0.0114 0.0260 -0.0121 0.024
C 1.5021 -0.8372 2.2326 -0.0234 0.0632 -0.0316 0.057
C 1.8572 -0.6325 3.5483 -0.0232 -0.0025 0.0535 -0.010
C 1.2496 0.4223 4.2293 0.0290 -0.0149 0.0555 0.025
C 0.3532 1.2727 3.5840 -0.0335 0.0318 -0.0072 -0.005
C 0.0602 1.0113 2.2616 0.0734 -0.0969 0.0025 0.021
N 0.5983 -0.0444 1.6588 -0.0266 -0.0685 -0.2101 -0.075
C -0.7183 1.8517 1.2759 -0.1131 0.0087 0.0975 0.016
O -1.6264 2.5644 1.5927 0.0090 -0.0292 0.0013 0.015
N -0.2491 1.6205 -0.0490 0.1020 -0.1862 -0.1239 0.079
C -0.1972 2.7802 -0.9135 -0.0229 0.1036 -0.0963 0.018
C -0.4781 2.6835 -2.2916 -0.0349 -0.0430 0.0265 -0.006
C -0.5865 3.8506 -3.0347 0.0102 0.0214 -0.0185 -0.002
C -0.3998 5.0953 -2.4604 -0.0016 -0.0039 0.0096 -0.001
C 0.0098 5.1647 -1.1461 0.0045 0.0173 -0.0018 -0.001
C 0.1621 4.0255 -0.3608 0.0049 -0.0490 0.0159 0.025
C 0.8243 4.2204 0.9951 -0.0358 0.0749 0.0148 -0.001
C -0.0042 5.0787 1.9546 -0.0028 -0.0114 -0.0091 0.000
C 2.2132 4.8468 0.8052 0.0049 -0.0211 0.0238 0.001
C -0.5193 1.3920 -3.0900 -0.0257 0.0082 0.0208 0.006
C -1.6310 0.4213 -2.7383 0.0971 -0.0784 0.1106 -0.003
C 0.8457 0.7180 -3.1064 -0.0557 0.0114 -0.0840 0.185
H 4.1756 2.4820 -0.0370 -0.0034 -0.0056 -0.0070 -0.001
H 2.9682 2.0048 -1.2415 0.0188 0.0196 0.0153 0.008
H 4.6920 1.8570 -1.5976 -0.0096 0.0038 0.0073 0.001
H 3.1719 0.3265 0.5468 -0.0668 0.0051 0.0423 0.015
H 6.1088 0.0876 -0.2246 -0.0007 -0.0034 0.0051 0.000
H 5.2687 -0.9699 0.9131 0.0218 0.0247 -0.0134 0.000
H 5.4668 0.7546 1.2742 0.0077 0.0005 -0.0031 0.000
H 5.3233 -0.1156 -2.4623 -0.0151 -0.0133 -0.0027 0.000
H 4.9105 -1.7595 -4.2427 -0.0009 -0.0058 0.0071 0.000
H 3.0165 -3.3245 -4.0609 -0.0041 0.0067 0.0107 0.000
H 1.2880 -4.1645 -3.0504 -0.0112 0.0036 -0.0193 -0.001
H -0.3392 -2.3227 -1.2741 -0.1879 -0.0836 0.1035 -0.024
H -0.9756 -3.6581 -2.1994 -0.0061 0.0134 -0.0032 0.001
H -0.2670 -2.2790 -3.0620 -0.0205 0.0059 -0.0033 0.003
H 1.3999 -4.0586 -0.0026 0.0106 -0.0066 -0.0155 -0.002
H 2.3092 -5.1050 -1.0702 -0.0069 -0.0032 -0.0044 0.000
H 0.5581 -5.2899 -0.9600 0.0073 0.0084 0.0006 0.000
H 2.6076 -1.2615 4.0077 0.0029 0.0025 -0.0068 0.001
H 1.5105 0.6099 5.2628 0.0004 -0.0013 -0.0103 -0.002
H -0.0793 2.1336 4.0766 -0.0033 -0.0059 -0.0030 0.002
H -0.8129 3.7792 -4.0916 0.0009 -0.0011 0.0097 0.000
H -0.5199 5.9948 -3.0484 0.0002 -0.0054 0.0038 0.000
H 0.2440 6.1297 -0.7154 -0.0012 -0.0161 -0.0015 0.000
H 1.0047 3.2445 1.4553 0.0147 -0.0236 0.0079 0.001
H -0.1058 6.0916 1.5629 0.0019 -0.0039 -0.0057 0.000
H 0.5019 5.1571 2.9183 -0.0011 0.0065 0.0003 0.000
H -1.0047 4.6804 2.1112 0.0258 0.0352 0.0032 0.000
H 2.1355 5.8749 0.4515 -0.0043 -0.0109 0.0065 0.000
H 2.8113 4.2898 0.0849 -0.0040 0.0010 0.0015 0.000
H 2.7436 4.8687 1.7587 0.0035 0.0035 -0.0159 0.000
H -0.7263 1.6916 -4.1186 -0.0029 -0.0009 -0.0161 -0.005
H -1.5386 -0.0963 -1.7461 -0.0496 0.0181 -0.0964 0.051
H -1.7093 -0.3885 -3.4636 0.0203 0.0060 -0.0161 0.001
H -2.5865 0.9288 -2.6558 -0.1113 0.0308 -0.0279 0.004
H 1.1809 0.4314 -2.0912 0.1806 0.0096 0.0426 0.046
H 1.6260 1.3958 -3.4515 0.0108 -0.0049 0.0068 -0.005
H 0.8668 -0.1870 -3.7145 0.0062 -0.0145 0.0084 0.014
C -4.5471 -1.2091 -1.4547 -0.0316 0.0198 0.0189 0.001
C -4.2415 -0.5435 -0.1194 0.0006 -0.0100 0.0779 0.003
C -4.2745 0.9827 -0.1214 -0.0125 -0.0406 -0.0193 0.003
Sb -2.4260 -1.2691 0.7834 -0.0070 0.0515 0.0078 -0.023
C -2.5783 -3.4128 0.6872 0.0260 0.0379 0.0208 -0.018
C -1.3549 -4.0802 1.3080 -0.0663 -0.0031 -0.0037 0.014
C -3.8904 -3.8884 1.3040 0.0235 0.0113 -0.0031 -0.003
C -2.6953 -0.6607 2.8430 -0.0154 -0.0155 0.0175 -0.003
C -4.1810 -0.6046 3.1950 0.0346 0.0182 -0.0135 -0.003
C -1.9176 -1.5676 3.7928 -0.0193 0.0428 0.0084 0.002
H -5.5483 -0.9131 -1.7754 0.0117 -0.0040 -0.0231 0.000
H -4.5391 -2.2989 -1.3862 -0.0090 0.0289 0.0146 0.000
H -3.8568 -0.9161 -2.2416 0.0606 0.0233 -0.0549 0.001
H -4.9802 -0.8944 0.6059 0.0334 -0.0591 0.0317 -0.002
H -3.4957 1.4258 -0.7400 0.0605 0.0078 -0.0612 -0.001
H -4.1543 1.3960 0.8817 -0.0081 0.0044 -0.0327 0.000
H -5.2376 1.3240 -0.5071 0.0082 0.0027 0.0031 0.000
H -2.5950 -3.6050 -0.3883 0.0113 0.0071 -0.0241 0.000
H -1.3616 -3.9901 2.3936 0.0032 -0.0018 0.0116 0.001
H -0.4180 -3.6624 0.9362 -0.0068 -0.0027 0.0001 0.005
H -1.3562 -5.1456 1.0695 0.0078 0.0004 0.0070 0.000
H -3.9064 -3.7196 2.3813 -0.0139 -0.0083 0.0115 0.000
H -3.9933 -4.9635 1.1425 -0.0092 0.0046 0.0047 -0.001
H -4.7650 -3.4050 0.8656 0.0066 -0.0151 0.0002 0.000
H -2.3014 0.3563 2.8835 0.0007 -0.0388 -0.0203 0.000
H -4.6729 -1.5703 3.0782 -0.0079 -0.0307 0.0048 0.000
H -4.7188 0.1343 2.6024 -0.0129 -0.0221 0.0406 0.000
H -4.2804 -0.3137 4.2432 0.0027 -0.0049 -0.0045 0.000
H -2.3753 -2.5553 3.8554 0.0038 -0.0029 0.0023 0.000
H -1.9380 -1.1411 4.7984 -0.0007 -0.0102 -0.0048 0.001
H -0.8728 -1.7015 3.5060 0.0181 0.0136 0.0000 0.000
```
Forces are in eV/Å.

orbital gap (spin up / spin down): 6.6 / 6.4 eV
total charge: +2
energy relative to the best compared isomer or geometry (same formula, charge and spin): 0.160 eV
2S+1: 3
E_HOMO (spin up / spin down): -13.5 / -13.7 eV
expectation value of S²: 2.022
LUMO level (spin up / spin down): -0.2520 / -0.2699 Eh

---

No. 4
# C6H12NO2

A gas-phase ion, C6H12NO2 (charge +1) in a non-equilibrium geometry (ωB97M-V/def2-TZVPD, the OMol25 dataset).

XYZ file:
```
21
Properties=species:S:1:pos:R:3:forces:R:3:nbo_charge:R:1
C 1.1689 0.2814 -1.0000 -1.0324 0.5824 0.7699 0.773
C -0.6933 -0.4214 0.3589 -0.0020 -0.2475 2.1878 -0.481
C 0.6062 -1.2508 0.6654 0.1061 -1.3498 -0.7566 0.101
C -0.1439 0.8561 -0.2492 0.8563 0.9624 -0.7232 0.038
C 0.3698 -2.8078 0.6778 -0.7237 2.6890 -1.0662 -0.623
C 0.1093 2.1068 0.6733 2.4906 -2.9868 -1.9801 -0.615
N -1.0918 1.4153 -1.3276 1.6889 1.7827 0.4837 -0.687
O 1.7096 0.8287 -1.9147 -0.2792 -0.2632 0.2572 -0.532
O 1.5021 -0.8648 -0.4137 0.2736 0.2104 -0.7955 -0.464
H -1.3263 -0.9094 -0.4634 0.7126 0.1189 1.6801 0.238
H -1.1505 -0.3423 1.4399 -0.0223 0.1714 -2.4850 0.268
H 1.2664 -1.0621 1.5788 -1.6981 0.3641 -0.7574 0.225
H -0.2256 -3.2988 -0.0862 0.6976 0.4091 -0.9777 0.233
H -0.2631 -2.9927 1.4717 -1.1325 -0.1859 2.3827 0.226
H 1.2929 -3.2068 0.9099 1.7924 -1.4332 0.0069 0.236
H -0.7726 2.1819 1.1862 -1.9786 1.0499 1.6638 0.221
H 0.4865 2.9378 0.1056 -0.3542 0.5392 -0.2579 0.244
H 0.9451 1.8012 1.2853 -0.0160 0.1289 0.7763 0.251
H -0.6565 2.1012 -1.9816 0.4653 0.3400 1.2528 0.459
H -1.8903 1.8758 -0.8770 -0.1944 -0.5342 -0.5385 0.451
H -1.2430 0.7707 -2.0392 -1.6499 -2.3476 -1.1230 0.438
```
Forces are in eV/Å.

orbital gap: 11.1 eV
total charge: +1
energy relative to the best compared isomer or geometry (same formula, charge and spin): 0.258 eV
SMILES: C[C@@H]1C[C@](C)([NH3+])C(=O)O1
2S+1: 1
E_HOMO: -14.7 eV
LUMO level: -0.1315 Eh

---

Which of these has the highest energy relative to the best compared isomer or geometry (same formula, charge and spin)?
C5H9N3O2

---

The lowest energy relative to the best compared isomer or geometry (same formula, charge and spin) belongs to which entry?
C40H58N3O2SbW